# 1
94
Properties=species:S:1:pos:R:3:forces:R:3:lowdin_charge:R:1 method="wB97M-V/def2-TZVPD" charge=+1 lumo_ha=-0.113 relative_energy_ev=4.5205
Sn 1.1970 -0.7322 0.4143 0.12 0.02 0.15 1.3388
C 1.3060 4.4805 5.2324 -0.07 -0.11 0.00 -0.0665
C 0.8914 3.5686 4.0952 -0.09 0.08 -0.01 -0.2304
C 0.2180 4.1271 3.0516 0.06 0.03 0.05 0.0183
C -0.1368 3.5210 1.7925 0.07 -0.10 0.02 -0.2373
C -0.7492 4.0452 0.7027 0.03 0.16 0.01 -0.0490
N -1.0436 3.2369 -0.3542 0.00 -0.09 -0.23 0.0070
C -1.3392 3.6093 -1.7220 0.06 -0.07 0.23 -0.1918
C -1.2628 2.3628 -2.6064 0.07 0.01 -0.06 -0.1603
C 0.1345 1.7064 -2.6452 -0.03 0.10 -0.05 -0.1472
N 0.4202 1.1578 -3.9838 -0.05 0.26 0.26 0.0909
C 0.3825 -0.0474 -4.4861 0.07 -0.23 -0.16 0.0069
C 0.3491 -1.3654 -3.9685 -0.05 -0.10 0.10 -0.1463
C -0.0934 -2.3484 -4.8965 -0.01 0.07 -0.01 0.0013
C -0.1880 -3.6735 -4.5848 -0.12 -0.10 -0.12 -0.2629
C -0.6949 -4.7003 -5.5674 0.10 0.03 0.10 -0.0422
C 0.2107 -4.0534 -3.2886 0.00 -0.10 -0.03 0.0186
C 0.6646 -3.1760 -2.3345 0.07 0.01 0.07 -0.1366
C 0.9941 -3.7638 -1.0263 0.01 -0.06 -0.12 -0.0893
N 1.1064 -3.1681 0.0878 -0.05 0.08 0.23 -0.0826
C 1.3760 -3.9548 1.3001 0.05 0.13 0.05 -0.1966
C 2.4340 -3.3296 2.2426 -0.13 0.07 -0.06 -0.1842
C 1.9062 -2.5489 3.4560 0.01 0.11 -0.04 -0.2218
N 1.4045 -1.2311 3.1013 0.06 -0.08 0.04 -0.0406
C 1.4901 -0.2644 3.9297 -0.11 -0.05 0.03 -0.0853
C 0.9156 1.0593 3.6579 -0.02 0.00 -0.08 -0.1665
C 1.3212 2.1730 4.2942 0.21 0.01 0.12 0.0233
C -0.1184 1.2219 2.6229 -0.33 -0.35 0.00 -0.5619
O -0.7156 0.0518 2.1112 0.26 -0.28 -0.48 -0.4173
C 0.8057 -1.7739 -2.6626 0.02 0.09 -0.03 -0.3788
O 1.3766 -0.9511 -1.8953 0.11 0.04 -0.01 -0.2389
H 0.8912 5.4806 5.1168 0.01 -0.02 -0.01 0.0731
H 2.3952 4.5694 5.2661 -0.01 0.00 0.03 0.0835
H 0.9819 4.0858 6.1985 0.01 0.01 -0.03 0.0826
H -0.0476 5.1771 3.1559 0.04 -0.05 -0.03 0.1169
H -0.9752 5.1037 0.6119 -0.04 -0.06 0.05 0.1377
H -1.0809 2.2472 -0.1385 -0.03 0.03 0.06 0.0761
H -0.6222 4.3603 -2.0696 0.02 0.01 -0.02 0.1213
H -2.3398 4.0423 -1.8195 -0.03 0.03 -0.02 0.1191
H -1.5710 2.6409 -3.6170 0.01 0.04 -0.01 0.1156
H -1.9858 1.6311 -2.2374 -0.01 -0.03 -0.07 0.0743
H 0.2234 0.9066 -1.9252 0.01 -0.06 0.04 0.0335
H 0.9003 2.4516 -2.4242 0.09 -0.03 -0.07 0.1236
H 0.5257 1.8759 -4.6859 -0.11 0.06 -0.02 0.1570
H 0.3674 -0.0142 -5.5734 0.03 -0.04 0.00 0.1444
H -0.3891 -2.0205 -5.8895 0.03 -0.01 0.03 0.1249
H -0.9703 -4.2340 -6.5123 0.00 -0.01 0.02 0.0780
H -1.5736 -5.2174 -5.1767 0.01 0.01 -0.02 0.0822
H 0.0642 -5.4577 -5.7764 -0.03 0.03 0.01 0.0859
H 0.1564 -5.1076 -3.0247 -0.01 0.03 -0.02 0.1306
H 1.1118 -4.8546 -1.0470 0.00 -0.01 -0.05 0.1322
H 1.6959 -4.9606 1.0144 -0.02 -0.04 -0.04 0.1120
H 0.4315 -4.0528 1.8442 -0.01 0.02 -0.02 0.1217
H 3.1027 -2.6874 1.6618 0.07 -0.06 0.01 0.0923
H 3.0466 -4.1431 2.6310 0.02 -0.03 -0.02 0.1109
H 2.6902 -2.4913 4.2192 0.03 0.03 0.01 0.1168
H 1.0753 -3.1115 3.8936 -0.01 -0.02 0.04 0.1249
H 1.9996 -0.3934 4.8939 0.00 0.02 -0.01 0.1373
H 2.0423 2.0353 5.0986 0.02 0.09 -0.06 0.1200
C -3.1859 1.7036 4.8635 -0.02 -0.13 -0.03 -0.4392
S -2.0604 0.3680 4.4142 0.15 -0.02 0.00 0.7660
C -1.5980 1.0560 2.7994 -0.13 0.51 -0.05 -0.4022
S -1.4131 -0.4545 -0.2923 -0.14 -0.20 -0.03 0.1630
N 0.2694 2.1765 1.6219 -0.13 -0.05 0.04 -0.0627
N 1.3790 1.8658 0.9453 0.13 -0.06 -0.05 0.0306
C 2.0485 2.7194 0.2706 0.02 0.12 -0.03 -0.0824
C 3.1913 2.2844 -0.5482 -0.04 -0.11 0.06 -0.2778
C 3.9233 3.2288 -1.2617 0.03 0.13 -0.03 -0.0266
C 4.9755 2.8072 -2.0567 -0.01 0.04 0.00 -0.0606
C 5.2724 1.4559 -2.1173 0.00 -0.01 -0.04 -0.0595
C 4.4952 0.5855 -1.3674 -0.10 -0.01 0.11 -0.1307
N 3.4794 0.9779 -0.6042 -0.01 -0.02 -0.02 0.0683
H -3.6223 1.4511 5.8300 -0.02 0.05 -0.03 0.0218
H -2.6390 2.6410 4.9461 -0.05 0.01 0.02 0.0238
H -3.9653 1.7980 4.1070 0.02 0.04 0.05 0.0222
H 1.8041 3.7803 0.2941 -0.02 -0.02 -0.07 0.1255
H 3.6711 4.2799 -1.1827 0.00 -0.04 -0.01 0.1142
H 5.5565 3.5265 -2.6189 0.01 0.00 0.00 0.1109
H 6.0800 1.0828 -2.7329 0.00 0.00 0.06 0.1054
H 4.7000 -0.4811 -1.3736 -0.04 0.04 -0.04 0.1125
C -3.1447 -3.2883 0.7564 0.07 0.07 0.00 -0.2302
As -3.8257 -2.1045 -0.5868 -0.27 -0.06 0.15 0.7793
C -4.6812 -0.6552 0.3336 0.09 0.08 -0.07 -0.2281
C -5.1903 -3.0577 -1.5537 0.08 0.06 -0.02 -0.2383
S -2.2931 -1.4817 -1.9703 0.06 0.23 0.29 0.2338
H -3.9819 -3.5952 1.3810 -0.02 -0.02 0.02 0.0509
H -2.4198 -2.7353 1.3502 0.02 0.00 0.00 0.0265
H -2.6863 -4.1546 0.2876 0.03 -0.03 -0.04 0.0436
H -5.3954 -1.0883 1.0330 -0.02 -0.01 -0.01 0.0529
H -5.1924 -0.0269 -0.3914 -0.04 0.01 -0.03 0.0488
H -3.9283 -0.0758 0.8687 0.01 -0.04 0.03 0.0121
H -5.9512 -3.3955 -0.8542 -0.03 -0.02 0.02 0.0460
H -4.7480 -3.9087 -2.0644 0.02 -0.05 0.00 0.0398
H -5.6324 -2.3864 -2.2852 -0.04 0.02 -0.03 0.0415



# 2
93
Properties=species:S:1:pos:R:3:forces:R:3:lowdin_charge:R:1 method="wB97M-V/def2-TZVPD" lumo_ha=0.007
O -1.5947 2.1027 0.9209 1.29 -0.94 0.46 -0.2819
C -2.1967 3.3275 0.6890 -0.22 0.60 -0.57 -0.3741
C -3.3823 3.1468 -0.2589 0.15 0.05 0.09 -0.1807
C -3.5537 1.9623 -0.9722 0.01 0.15 -0.01 -0.0465
H -2.8345 1.1535 -0.8578 -0.13 0.25 -0.02 0.0877
C -4.6118 1.8281 -1.8700 0.08 0.30 0.19 -0.0782
H -4.7046 0.8916 -2.4223 -0.12 0.33 0.02 0.1040
C -5.4930 2.8942 -2.0501 -0.10 0.01 0.02 -0.1010
H -6.3142 2.7998 -2.7557 0.09 0.04 0.08 0.0931
C -5.3325 4.0864 -1.3292 0.14 -0.14 0.07 -0.0877
H -6.0168 4.9250 -1.4656 0.11 -0.29 -0.05 0.0980
C -4.2778 4.2042 -0.4301 0.12 -0.31 -0.10 -0.0452
H -4.0822 5.1113 0.1429 -0.26 -0.06 -0.22 0.1183
H -2.5910 3.7982 1.6171 -0.02 -0.49 0.01 0.1423
C -0.2098 4.8201 1.2343 0.46 -0.11 0.12 -0.0722
C -1.1474 4.3214 0.1858 -0.36 0.27 -1.67 -0.2893
H 0.3338 5.7253 0.9534 -0.22 -0.03 0.01 0.0799
H 0.5541 4.0623 1.4400 -0.04 0.21 -0.08 0.0323
H -0.7296 4.9803 2.1786 -0.15 0.22 0.11 0.0769
C -0.9886 4.5372 -1.1390 -0.29 -0.10 1.07 -0.1636
C 0.0956 5.2914 -1.8229 0.06 0.48 -0.21 -0.1668
H -1.6707 4.0625 -1.8319 -0.28 -0.10 0.10 0.1146
H -0.3042 6.1293 -2.3938 -0.21 0.21 0.03 0.0703
H 0.6049 4.6675 -2.5619 -0.08 -0.05 0.21 0.0415
H 0.8411 5.6746 -1.1345 0.14 0.02 0.02 0.0515
Sc 0.2086 1.2258 0.6555 -0.54 -0.02 -0.80 0.9289
Cl 1.3654 2.7941 -0.8896 -0.70 0.59 0.06 0.3348
C 2.7975 0.5749 -0.4272 -0.11 -0.69 -0.55 -0.4278
O 2.3007 0.7275 0.7139 0.50 -0.03 -0.84 -0.1660
N 3.8548 -0.1792 -0.6604 0.30 0.16 0.64 -0.1553
C 4.5852 -0.6468 0.4928 0.31 -0.31 0.01 -0.0194
C 4.4112 -0.3473 -1.9900 -0.02 0.24 -0.05 -0.0181
H 2.3769 1.0193 -1.3500 0.13 -0.49 0.74 0.0249
H 3.9708 -0.4659 1.3749 0.17 -0.16 -0.13 0.0960
H 5.5277 -0.1016 0.5733 0.09 -0.05 0.07 0.0971
H 4.7938 -1.7099 0.3835 0.07 -0.08 0.11 0.0848
H 3.6473 -0.0665 -2.7257 0.24 -0.09 0.14 0.1068
H 4.6812 -1.3958 -2.1418 -0.04 0.28 -0.02 0.0663
H 5.2988 0.2838 -2.1286 -0.12 -0.10 0.02 0.0966
H -4.5892 -1.5827 1.4726 -0.04 0.12 -0.05 0.0936
H -2.5748 -3.2236 0.7108 -0.13 0.23 0.23 0.1082
C -3.9290 -0.8109 1.0602 -0.39 -0.18 0.53 -0.0309
C -2.0355 -2.2938 0.5007 0.26 0.06 -0.57 -0.0110
N -2.5446 -1.1781 1.2761 0.33 0.08 0.58 -0.1437
H -4.1146 0.1501 1.5492 -0.12 -0.17 -0.22 0.0975
C -1.7765 -0.4830 2.1243 0.69 0.21 -0.76 -0.2647
O -0.5219 -0.4191 2.0624 -1.21 -0.12 0.23 -0.0737
H -0.9830 -2.4534 0.7269 -0.19 0.09 0.11 0.0828
H -2.3138 0.0876 2.9042 -0.07 -0.06 -0.45 0.1481
H -4.1375 -0.7217 -0.0130 0.20 0.11 0.26 0.0933
H -2.1535 -2.0872 -0.5723 0.08 -0.07 0.27 0.0972
H 2.6312 2.6394 5.2481 -0.10 -0.06 -0.07 0.1005
H 0.3580 1.9945 6.6426 -0.03 0.06 -0.24 0.0988
C 1.9180 3.2885 4.7323 0.19 -0.03 0.14 -0.0084
C -0.1773 2.5693 5.8773 -0.17 0.11 -0.11 -0.0268
N 0.6036 2.6712 4.6519 -0.01 -0.02 0.03 -0.1564
H 2.2889 3.4975 3.7313 -0.09 -0.02 0.05 0.0981
C 0.1499 2.1753 3.5120 0.81 -0.28 -1.50 -0.2262
O 0.8502 2.0848 2.4603 -0.77 0.41 2.26 -0.1173
H -1.1181 2.0633 5.6436 0.13 0.10 0.15 0.0923
H -0.8998 1.8500 3.5045 0.25 -0.01 0.07 0.1386
H 1.8357 4.2122 5.3079 -0.03 0.01 -0.10 0.0956
H -0.3924 3.5658 6.2794 0.03 -0.15 -0.09 0.0961
O -1.3235 -0.0660 -2.6683 0.04 -0.16 -0.03 0.0677
C -0.5681 -0.8089 -2.0849 0.22 -0.74 0.02 -0.5225
N -0.3557 -2.1791 -2.4506 -1.35 1.57 -0.71 0.1344
C 0.6061 -2.8113 -1.6394 0.77 0.17 0.84 -0.2945
C 0.8222 -1.6654 -0.5919 0.26 0.29 1.42 -0.4373
O 1.4175 -1.8081 0.4804 -0.15 -0.10 -1.21 0.0172
N 0.1655 -0.5245 -0.9338 -0.17 -0.56 -0.42 0.1052
C 0.1726 -4.0707 -0.8829 -0.24 -0.27 -0.09 -0.1595
C 0.9702 -4.5101 0.1700 0.24 -0.45 0.50 -0.0286
C 0.7014 -5.6979 0.8511 -0.20 0.34 -0.42 -0.0582
C -0.3916 -6.4690 0.4531 -0.08 -0.03 -0.01 -0.0944
C -1.2012 -6.0344 -0.6006 -0.04 0.10 -0.07 -0.0845
C -0.9274 -4.8333 -1.2661 0.21 -0.07 0.10 -0.0411
C 1.8928 -3.2139 -2.3533 0.12 -0.34 0.03 -0.1283
C 1.8153 -3.7801 -3.6208 0.43 -0.16 -0.13 -0.0174
C 2.9380 -4.4072 -4.1759 -0.27 0.18 -0.01 -0.0710
C 4.1399 -4.4656 -3.4649 0.07 0.07 0.09 -0.0880
C 4.2230 -3.8986 -2.1896 -0.50 0.10 -0.12 -0.0793
C 3.0882 -3.2791 -1.6489 0.51 -0.19 0.12 -0.0622
H -0.7059 -2.4651 -3.3638 0.39 0.05 0.57 0.1467
H 1.8106 -3.9012 0.4862 -0.28 -0.29 -0.05 0.1006
H 1.3613 -5.9940 1.6705 -0.33 -0.02 -0.27 0.1068
H -0.6046 -7.4090 0.9640 -0.02 0.23 -0.18 0.0992
H -2.0579 -6.6264 -0.9299 0.27 0.09 0.19 0.1011
H -1.5495 -4.4869 -2.0937 0.06 -0.18 0.25 0.1137
H 0.8627 -3.7709 -4.1507 0.31 -0.06 -0.02 0.1109
H 2.8469 -4.8627 -5.1662 0.15 0.15 0.35 0.1046
H 5.0151 -4.9543 -3.8973 -0.30 0.10 0.09 0.1019
H 5.1497 -3.9455 -1.6044 -0.38 -0.01 -0.31 0.1106
H 3.0988 -2.8730 -0.6377 0.18 -0.03 -0.32 0.0915